Molecular formula: C2H5O2S2
Method: DFT, the ωB97M-V functional and the def2-TZVPD basis

Positions of all 11 atoms, in Å:
C (0.8789, 0.8829, -1.3812)
S (2.2620, 1.0847, -0.2575)
S (1.3880, 0.8174, 1.5955)
H (0.0270, 1.4973, -1.0783)
H (1.1954, 1.1443, -2.3838)
H (0.4975, -0.1468, -1.4351)
H (-0.4800, 0.2115, 1.1910)
O (-1.4324, -2.4939, 1.4631)
C (-1.4164, -1.4200, 0.9298)
O (-1.3530, -0.2403, 1.5309)
H (-1.5670, -1.3370, -0.1745)

HOMO level = -2.8 eV
charge = -1
orbital gap = 6.4 eV
energy above the lowest of the compared OMol25 structures with the same formula, charge and spin = 47.6 kJ/mol